82
Properties=species:S:1:pos:R:3 method="wB97M-V/def2-TZVPD" de_lowest_kj_mol=0.0 total_energy_ev=-67890.6853 total_charge=+1 largest_force_ev_per_a=0.7 lumo_energy_ha=-0.0831 e_homo_ha=-0.341
Ir 0.62732 0.37650 -0.53891
C 5.21263 -2.16550 0.70508
N 4.02059 -2.11596 -0.13667
C 3.79334 -3.26773 -1.01059
C 3.06795 -1.19959 0.00207
O 1.99676 -1.27742 -0.62636
C 3.28031 -0.10133 1.03611
O 2.33233 0.95350 0.90651
C 2.85522 2.21793 0.48912
C 2.70578 2.37431 -1.01680
O 2.23983 1.42139 -1.66726
N 3.08291 3.51784 -1.56408
C 2.80632 3.77316 -2.97721
C 3.55026 4.64023 -0.75608
H 5.94511 -2.80123 0.21506
H 4.99404 -2.58810 1.68755
H 5.66356 -1.18371 0.82455
H 4.66729 -3.41030 -1.64374
H 2.92088 -3.08894 -1.62810
H 3.63737 -4.16561 -0.41052
H 4.29012 0.30020 0.98531
H 3.14157 -0.54761 2.02464
H 3.90163 2.30479 0.78738
H 2.27972 2.98323 1.00739
H 2.45607 2.85919 -3.44340
H 3.71496 4.11692 -3.46889
H 2.03451 4.53878 -3.06310
H 2.73036 5.09239 -0.19442
H 3.96318 5.39155 -1.42323
H 4.34077 4.33771 -0.07085
S -0.63557 0.15850 -2.41809
C -1.46288 1.70702 -2.59208
C -2.29346 1.90692 -3.69259
C -2.99217 3.09476 -3.83171
C -2.87831 4.08605 -2.86334
C -2.06164 3.88604 -1.76258
C -1.34414 2.69969 -1.62844
S -0.32278 2.43191 -0.21961
H -2.39223 1.12339 -4.43528
H -3.63233 3.24514 -4.69099
H -3.42996 5.01136 -2.96428
H -1.97697 4.64978 -0.99760
C -1.46628 -1.97568 3.61516
C -0.48832 -1.35784 2.62041
C 0.05379 -0.05454 3.21618
C 0.67726 -2.32163 2.40434
Sb -1.30475 -0.83505 0.64677
C -1.72140 -2.74771 -0.35064
C -0.42567 -3.18439 -1.03667
C -2.14072 -3.81412 0.66411
C -2.83226 -2.61762 -1.39099
C -3.25135 0.13484 0.97336
C -3.85691 0.51555 -0.37925
C -3.11299 1.39629 1.82237
C -4.18882 -0.84507 1.67905
H -0.91249 -2.23853 4.52369
H -1.94095 -2.88345 3.24683
H -2.24243 -1.27522 3.91174
H 0.57874 -0.27909 4.15228
H -0.74366 0.64921 3.45346
H 0.75072 0.45108 2.54667
H 1.18846 -2.47850 3.36191
H 1.39925 -1.93048 1.69215
H 0.35716 -3.29749 2.04287
H 0.39531 -3.31032 -0.32853
H -0.10815 -2.47676 -1.80233
H -0.60090 -4.14941 -1.52442
H -1.35047 -4.05975 1.37098
H -2.38025 -4.73176 0.11633
H -3.03090 -3.53323 1.22604
H -2.66460 -1.79737 -2.08463
H -3.80860 -2.49958 -0.92045
H -2.86428 -3.54973 -1.96579
H -3.17974 1.09886 -0.99684
H -4.73635 1.13867 -0.18294
H -4.19047 -0.34810 -0.94855
H -2.53559 2.16857 1.32360
H -2.66129 1.20019 2.79644
H -4.12254 1.77997 2.00632
H -4.25183 -1.81199 1.17960
H -5.19354 -0.41006 1.66592
H -3.92248 -1.00591 2.71948